Entry from OMol25: a molecular structure, C48H45FN6O3Ta (ωB97M-V/def2-TZVPD).

Each line ends with the Mulliken charge.
Atoms and positions in Å:
Ta  -0.850  0.199  0.515  1.138
F  4.785  -3.061  -1.135  -0.338
O  -0.126  1.718  1.565  -0.810
O  1.041  0.064  -0.081  0.287
O  0.786  3.764  1.455  -0.626
N  -1.308  -1.766  0.384  1.423
N  -2.406  0.226  2.198  0.280
N  -2.410  1.890  0.185  0.384
N  0.277  -0.914  2.220  0.639
N  -1.219  0.093  -1.725  0.245
N  4.507  2.077  0.773  -0.017
C  4.694  -1.808  -0.706  -0.402
C  -3.010  2.344  1.310  0.745
C  7.117  1.006  0.073  -1.147
C  -1.050  1.212  -4.014  -1.348
C  -3.092  1.368  2.406  0.675
C  1.072  -3.151  2.792  1.192
C  -2.188  -0.715  -2.102  0.850
C  -3.347  -0.690  4.193  -1.104
C  -3.566  -1.859  -3.743  0.337
C  -3.770  -2.448  -5.096  -1.823
C  -3.564  4.417  0.255  -0.846
C  -2.455  2.664  -0.908  0.112
C  0.297  -2.269  2.030  -0.474
C  -0.641  -4.085  0.751  1.344
C  -5.624  -1.675  -0.519  -1.715
C  4.593  0.789  0.241  -0.608
C  -2.387  -3.593  -0.848  -1.317
C  -3.178  -1.124  -1.049  1.608
C  1.859  -2.577  3.813  -0.820
C  5.875  -1.077  -0.537  -0.640
C  -3.894  1.535  3.519  -0.761
C  -4.534  -1.556  -1.538  -0.549
C  5.777  2.836  1.100  0.433
C  -4.693  -1.877  -2.823  -0.736
C  3.334  2.600  1.068  -0.310
C  -0.568  -2.745  1.041  -0.506
C  -2.550  -0.784  3.070  -0.187
C  -4.015  0.499  4.432  -0.823
C  -2.372  -1.308  -3.388  -0.683
C  -2.565  -2.253  -0.178  0.371
C  0.168  -4.982  1.496  -0.901
C  1.820  -1.220  4.016  -1.265
C  0.799  -0.266  -3.172  -1.898
C  2.133  1.929  0.857  0.768
C  -3.571  3.602  1.378  -0.932
C  2.154  0.678  0.273  0.696
C  -1.509  -4.469  -0.364  -1.699
C  0.334  1.998  -2.149  -1.789
C  0.994  -4.538  2.493  -1.170
C  5.847  0.214  -0.071  1.199
C  3.467  -1.267  -0.463  -1.224
C  3.408  0.055  0.009  1.173
C  -0.296  0.723  -2.759  0.901
C  6.820  2.494  0.053  -0.924
C  5.541  4.330  1.212  -1.867
C  0.871  2.582  1.294  -0.479
C  -3.026  3.923  -0.919  -1.214
C  1.015  -0.414  3.197  -0.306
H  -4.198  -3.449  -5.014  0.430
H  -5.646  -0.815  0.154  0.250
H  -3.435  -1.536  4.860  0.561
H  -2.008  -1.692  2.857  0.367
H  -2.023  2.254  -1.802  0.278
H  -4.503  -1.847  -5.643  0.371
H  -5.656  -2.209  -3.192  0.528
H  -1.417  -5.461  -0.786  0.553
H  -1.201  0.450  -4.769  0.567
H  3.310  3.591  1.495  0.705
H  6.817  -1.549  -0.788  0.568
H  1.594  -5.237  3.059  0.520
H  0.121  -6.038  1.267  0.532
H  1.374  2.078  -2.464  0.579
H  7.804  0.733  -0.728  0.498
H  -3.029  4.499  -1.833  0.573
H  -4.447  2.449  3.672  0.494
H  0.957  0.654  3.356  0.664
H  2.392  -0.757  4.807  0.558
H  -0.171  2.900  -2.491  0.507
H  6.511  4.806  1.346  0.437
H  -3.277  -2.382  0.653  0.523
H  1.469  -0.484  -2.347  0.323
H  -6.595  -1.761  -1.002  0.494
H  -3.990  5.410  0.299  0.490
H  7.610  0.739  1.012  0.366
H  -4.013  3.960  2.295  0.525
H  1.384  0.171  -3.982  0.592
H  6.102  2.439  2.066  0.192
H  4.937  4.615  2.072  0.566
H  -2.852  -2.494  -5.675  0.394
H  -3.345  -0.273  -0.375  0.000
H  6.469  2.812  -0.933  0.351
H  -1.574  -1.319  -4.108  0.570
H  0.323  2.034  -1.061  0.171
H  -4.641  0.617  5.306  0.496
H  -3.048  -3.851  -1.665  0.540
H  0.389  -1.210  -3.530  0.204
H  -5.488  -2.571  0.094  0.361
H  -0.449  1.991  -4.482  0.461
H  -2.022  1.644  -3.767  0.254
H  2.567  -1.842  -0.623  0.736
H  2.476  -3.209  4.439  0.536
H  7.723  3.063  0.272  0.374
H  5.096  4.735  0.301  0.403

Computed properties:
- Total charge: +3
- LUMO: -8.751 eV
- E_HOMO: -15.22 eV
- Energy above the lowest of the compared OMol25 structures with the same formula, charge and spin: 29.7 kcal/mol
- Orbital gap: 6.5 eV
- Strongest force on any atom: 0.70 eV Å⁻¹


Entry from OMol25: a molecular structure, C48H46AsN6OP2S5Yb at a distorted geometry (ωB97M-V/def2-TZVPD).

Each line ends with the Mulliken charge.
Atoms and positions in Å:
Yb  2.216  -0.266  0.559  -0.169
As  3.629  1.963  -0.474  0.380
S  4.705  0.957  1.087  -0.465
S  3.045  0.471  -1.964  -0.280
S  4.641  3.634  -1.262  -0.637
S  4.090  -2.427  1.059  -0.447
S  1.731  2.502  0.505  -0.064
P  -0.437  1.091  2.569  1.805
P  -0.477  0.972  -0.673  2.469
O  2.203  0.006  3.007  -0.038
N  2.788  -1.203  4.805  -0.415
N  2.011  -2.177  -1.142  0.682
N  4.705  -4.846  -1.955  0.067
N  -2.537  2.059  0.948  2.055
N  4.704  -4.278  -0.686  -1.061
N  2.885  -3.040  -1.335  -0.886
C  -0.168  0.653  5.377  -0.361
C  -0.085  2.777  3.222  0.542
C  -1.007  3.818  3.216  -0.909
C  5.005  -2.921  -3.419  -0.375
C  3.910  -3.269  -0.427  0.710
C  1.229  3.045  3.620  -0.216
C  0.327  1.331  -4.660  -0.725
C  -2.250  1.253  2.118  -3.085
C  0.921  3.434  -3.678  -0.590
C  4.954  -2.381  -4.686  -0.546
C  0.794  -2.026  1.719  0.377
C  0.345  -2.405  -4.444  -0.920
C  -4.554  -1.103  -1.572  -0.697
C  2.194  -1.078  3.591  0.601
C  -1.549  -0.913  4.217  -0.431
C  -5.539  3.696  -0.460  -0.696
C  -2.948  0.592  -2.160  -0.572
C  -3.698  -1.566  -0.585  -0.819
C  4.495  -3.131  -5.768  -0.569
C  -1.111  -1.219  6.563  -0.604
C  -1.232  -2.981  -2.731  -0.545
C  -1.717  -1.636  5.387  -0.668
C  -3.848  2.359  0.667  0.673
C  -0.928  -2.819  -4.075  -0.855
C  -4.215  3.370  -0.244  -0.515
C  -4.898  1.700  1.335  -0.162
C  4.150  -4.998  -4.286  -0.610
C  -1.443  2.432  0.070  -2.884
C  -4.173  -0.027  -2.362  -1.038
C  0.671  5.350  4.008  -0.752
C  4.582  -4.241  -3.191  1.016
C  -0.629  5.098  3.603  -0.753
C  -6.221  2.037  1.107  -0.821
C  -0.071  1.712  -2.309  1.008
C  0.881  2.597  -4.782  -0.743
C  1.002  -2.335  -2.135  -0.055
C  -2.076  0.134  -1.173  1.149
C  -6.562  3.039  0.212  -0.603
C  -0.776  0.253  4.187  0.810
C  1.310  -2.169  -3.482  0.259
C  1.520  -2.304  3.042  -1.738
C  -2.468  -0.953  -0.397  -0.446
C  -0.336  -0.070  6.548  -0.659
C  0.429  3.004  -2.454  -1.103
C  1.599  4.317  4.022  -0.813
C  -0.271  -2.740  -1.761  0.199
C  -0.133  0.889  -3.432  -0.497
C  4.102  -4.443  -5.555  -0.485
H  -0.188  -1.595  1.964  -0.724
H  3.744  -5.044  -6.384  0.342
H  -2.659  1.434  -2.776  0.434
H  -1.832  2.953  -0.799  0.834
H  1.295  2.920  -5.730  0.332
H  -2.586  0.222  1.955  0.517
H  -4.680  0.903  2.030  0.372
H  5.357  -2.317  -2.592  0.410
H  -0.735  3.081  0.589  0.758
H  0.440  1.546  5.391  0.388
H  0.587  -3.000  1.257  0.450
H  -2.222  -3.296  -2.430  0.438
H  3.401  -0.457  5.090  0.292
H  -3.456  3.928  -0.772  0.442
H  0.497  3.664  -1.603  0.260
H  -1.681  -3.016  -4.828  0.378
H  2.305  -1.842  -3.751  0.229
H  -2.022  -1.274  3.313  0.053
H  3.009  -2.129  5.126  0.232
H  -5.517  -1.575  -1.730  0.366
H  -2.322  -2.535  5.376  0.398
H  2.317  -3.035  2.874  0.602
H  -5.776  4.490  -1.158  0.391
H  0.967  6.351  4.298  0.352
H  3.838  -6.025  -4.124  0.276
H  -7.599  3.304  0.045  0.374
H  4.568  -5.841  -1.919  0.223
H  -0.524  -0.115  -3.334  0.199
H  -2.796  1.642  2.986  0.987
H  -1.238  -1.784  7.478  0.349
H  0.147  0.269  7.457  0.396
H  -0.481  -2.907  -0.713  0.207
H  5.265  -1.354  -4.833  0.412
H  2.625  4.508  4.310  0.438
H  0.596  -2.263  -5.488  0.489
H  -3.993  -2.404  0.037  0.365
H  -4.840  0.341  -3.133  0.392
H  4.440  -2.696  -6.758  0.370
H  1.373  4.415  -3.748  0.403
H  -6.998  1.503  1.642  0.362
H  0.873  -2.704  3.840  0.536
H  1.968  2.257  3.583  0.412
H  0.283  0.666  -5.515  0.380
H  -1.358  5.899  3.569  0.417
H  -1.782  -1.320  0.361  -0.225
H  -2.028  3.649  2.895  0.210

Computed properties:
- Total charge: -2
- <S²>: 0.75
- LUMO (alpha / beta): 3.855 / 3.855 eV
- Spin multiplicity: 2
- E_HOMO (alpha / beta): -1.83 / -1.82 eV
- Energy above the lowest of the compared OMol25 structures with the same formula, charge and spin: 17.8 kcal/mol
- Orbital gap (alpha / beta): 5.7 / 5.7 eV
- Strongest force on any atom: 2.03 eV Å⁻¹


Among the records above, which one has the lowest total charge?
C48H46AsN6OP2S5Yb


The highest total charge belongs to which entry?
C48H45FN6O3Ta